Here is a single C6H13NO molecule in a non-equilibrium geometry from the Open Molecules 2025 dataset. Energies are from ωB97M-V/def2-TZVPD.

```
21
Properties=species:S:1:pos:R:3:nbo_charge:R:1
C 3.31 -0.67 0.04 -0.69
C 1.69 -0.79 -0.03 -0.11
C -0.13 0.68 -0.17 0.27
C -0.32 2.23 0.00 -0.67
C -1.01 -0.26 0.31 -0.32
C -2.64 -0.42 0.66 -0.21
H 3.70 -0.25 1.05 0.21
H 3.88 -1.59 0.33 0.24
H 3.72 0.18 -0.76 0.25
H 1.01 -0.87 0.99 0.22
H 1.38 -1.59 -0.92 0.19
H 0.15 2.67 0.86 0.22
H -1.38 2.74 -0.06 0.22
H 0.29 2.71 -0.84 0.22
H -0.47 -1.24 0.40 0.20
H -2.92 -1.42 1.46 0.22
H -3.18 0.49 0.90 0.21
H -2.34 -0.18 -1.42 0.38
H -2.86 -1.97 -1.26 0.39
N -2.96 -0.84 -0.82 -0.90
O 1.08 0.38 -0.72 -0.54
```

Net charge: 0
HOMO: -7.858 eV
E: -366.168782 Eh
SMILES string: CCO/C(C)=C/CN
Energy above the lowest of the compared OMol25 structures with the same formula, charge and spin: 166.37 kcal per mole
LUMO energy: 0.892 eV